(1)
Formula: C53H71CsN5O5P
Source: OMol25
Level of theory: ωB97M-V with the def2-TZVPD basis set

Element x y z (Å)
H  0.56289  -0.59157  7.08739
H  3.34694  -4.54139  -1.32482
H  -2.44514  -0.85326  1.03064
H  -3.48888  2.43665  -3.55849
H  3.09114  5.21432  4.70244
C  2.39563  -2.03328  -3.53483
C  1.52540  2.24219  4.33291
H  -3.52611  -0.11401  -0.67876
H  -0.91457  -2.18132  8.31081
C  3.10862  -4.08471  -2.28881
H  5.10774  2.20524  0.41936
C  -0.62728  -0.63187  5.30349
C  1.92190  -3.13337  2.70847
H  -1.66628  3.36101  -3.26884
C  -3.49543  3.20689  0.75868
H  -0.85968  2.44281  -5.73555
H  -3.86123  3.63841  1.69308
C  -0.32644  -0.99615  6.61284
H  0.07216  5.73061  1.47332
H  -3.78231  -4.18099  -0.10411
C  -2.87271  -1.86178  0.96566
O  -3.16933  -3.38393  8.65544
C  0.97571  -3.00811  3.89663
C  0.58079  6.46956  -2.59636
H  -1.95803  -0.90226  3.65124
N  4.29468  0.45950  1.21296
H  1.68393  3.59464  5.99002
C  -4.12362  -0.16553  -4.06591
H  -3.17866  2.29972  -1.82124
C  -0.03025  6.19759  -1.38456
H  -2.32890  -4.63442  0.80979
C  0.11706  -2.47620  -1.20604
C  0.51931  5.22055  -0.56553
C  -0.52819  -2.53443  -2.58920
H  -1.98767  -1.02275  -5.24902
C  5.09098  0.73183  -1.14006
H  -3.43537  -2.47243  4.86702
C  -4.05930  -0.33838  -1.60742
C  -1.38921  1.61547  -5.24482
O  -3.76353  -4.34651  6.76242
O  3.64012  2.18392  -2.36959
H  0.72261  0.02165  -4.57436
N  1.61003  4.52021  -0.89802
C  1.95949  3.39843  4.95898
H  3.43360  -2.03792  -1.71131
C  -2.20110  -2.68486  -0.13767
H  3.64279  4.67911  2.31713
C  2.59593  2.80085  2.39997
H  1.19644  0.87129  -3.08650
C  -1.13705  -1.89431  7.29106
H  4.29705  -0.54371  1.07210
C  -2.54963  -2.08030  5.36224
C  0.67662  0.97362  -4.04175
C  2.58022  -4.51599  2.70295
C  3.72565  1.12941  -1.69427
C  -0.77400  1.42676  -3.85714
N  1.85266  1.93751  3.07838
H  -5.19829  0.03402  -3.96524
H  2.22134  5.93683  -3.89000
C  -2.24568  -2.44882  6.67149
H  0.17557  7.23088  -3.25500
C  -1.40096  -3.05595  -5.21519
C  3.05925  4.00249  2.92927
H  2.83480  2.50930  1.38097
C  1.25470  -2.86989  1.36926
C  0.61621  1.29970  5.06261
H  0.18938  -3.77355  3.85625
C  2.03107  -2.73033  0.23315
H  0.00301  -4.60249  -2.57141
C  2.20083  4.78886  -2.07882
H  4.00633  -4.11845  -2.91516
C  5.26880  1.12662  0.32933
H  3.11673  -2.74642  0.34356
H  -2.75632  -2.34444  1.94475
H  -3.77550  2.15770  0.71154
C  -0.11646  -2.81638  1.19775
H  -3.50302  -4.31245  5.83657
C  -0.07857  4.89870  0.78631
H  -0.54054  2.69763  -2.08290
C  1.52114  -2.56723  -1.05816
H  -3.94621  -1.76933  0.77294
C  -1.98865  3.32445  0.68854
C  -0.87142  -4.08386  -4.44975
H  5.20560  -0.35393  -1.24597
C  2.74408  4.29682  4.24133
H  0.31329  1.60751  6.07283
C  -0.73856  2.80114  -3.15082
C  -0.44577  -3.81220  -3.16330
H  -3.78741  0.31297  -4.98829
C  -3.07833  -3.41157  7.46342
H  -5.09753  0.00074  -1.49875
H  -0.77014  -2.92895  2.06042
H  2.29864  -0.95141  -3.46985
H  5.86841  1.22742  -1.71913
H  2.34298  -4.70481  -2.77253
H  -4.00108  -1.24296  -4.17090
C  1.71637  5.75833  -2.94788
H  -1.25710  0.73751  -5.88022
H  1.82307  -5.28808  2.52819
H  -0.77613  -5.08339  -4.85475
O  -1.25252  2.34503  0.59654
H  1.23329  1.72034  -4.62150
C  -1.54689  -1.80273  -4.64699
H  -4.80034  1.98722  -2.46713
H  -2.16585  5.34561  0.75845
H  0.49679  -2.02406  3.93476
H  3.06031  4.17374  -2.32814
C  -1.15995  -1.50437  -3.33080
H  1.52707  -3.15519  4.83094
C  -3.42456  0.36596  -2.81635
H  -0.91466  6.74711  -1.07525
H  3.33554  -4.60517  1.91797
H  4.50625  0.63216  2.18646
H  -2.32117  -4.70339  -0.95995
N  0.20359  0.22892  4.54754
H  3.06218  -4.71805  3.66488
O  2.75379  0.36841  -1.38740
H  -2.49322  -2.27191  -1.09522
C  -0.68974  -2.62631  -0.05680
H  -3.96549  3.73981  -0.07225
H  -4.08496  -1.42398  -1.74065
Cs  0.76075  1.03870  -0.34223
H  0.06903  3.40471  -3.57796
C  -1.74253  -1.18651  4.67783
H  3.27918  -2.24901  -4.14606
H  -2.44791  1.87698  -5.22356
C  -2.68771  -4.13778  -0.09884
C  2.62278  -2.62686  -2.14170
C  -3.72853  1.86355  -2.66299
P  -1.54820  0.18215  -2.63060
H  -1.71587  -3.22862  -6.23774
H  2.71073  -2.38433  2.82613
H  6.30595  0.94489  0.61118
H  1.53208  -2.44492  -4.06113
N  -1.50573  4.59264  0.75809
H  0.45041  4.03859  1.18160

## Properties
HOMO-LUMO gap ... 7.64 eV
LUMO level ... -0.3347 eV
Highest occupied orbital energy ... -7.97 eV
Total charge ... 0
DFT total energy ... -83640.5240 eV
Relative energy (zero: lowest compared OMol25 entry of this formula, charge and spin) ... 47.1 kcal/mol

---

(2)
Formula: C4H12NO
Source: OMol25
Level of theory: ωB97M-V with the def2-TZVPD basis set

Element x y z (Å)
H  -0.98052  -2.13563  -0.53124
H  -2.61743  2.64683  -1.93066
H  -1.26247  -0.47305  0.04897
H  1.77506  0.24009  0.32817
H  -0.25009  1.09084  -1.05083
H  -0.34971  2.78468  -1.11272
O  2.56986  -0.76014  1.81751
C  1.44114  -0.25994  1.25872
H  0.94445  0.46530  1.90378
C  0.51309  -1.47042  0.80500
H  -2.39050  0.77295  -1.89161
H  0.06421  -1.83574  1.73823
C  -2.00359  1.76916  -1.72761
H  -0.03246  -0.88987  -1.23219
C  -0.51288  -1.17905  -0.29276
N  -0.80292  1.89907  -1.33240
H  2.69196  -0.42684  2.73634
H  1.20281  -2.23824  0.46528

## Properties
HOMO-LUMO gap (spin up / spin down) ... 12.02 / 7.93 eV
LUMO level (spin up / spin down) ... -8.8392 / -13.1565 eV
Highest occupied orbital energy (spin up / spin down) ... -20.86 / -21.08 eV
Total charge ... +2
⟨S²⟩ ... 0.75
DFT total energy ... -7858.8488 eV
Spin multiplicity ... 2
Relative energy (zero: lowest compared OMol25 entry of this formula, charge and spin) ... 32.4 kcal/mol

---

(3)
Formula: C3H6N3
Source: OMol25
Level of theory: ωB97M-V with the def2-TZVPD basis set

Element x y z (Å)
C  -1.45912  0.93247  -0.06225
H  -2.45015  0.69450  0.50150
C  1.64176  -1.32177  0.50738
H  1.54475  -1.62671  1.48434
C  0.72836  -0.49406  -0.00627
H  0.66716  -0.24074  -1.13411
H  2.41521  -1.86985  0.01670
H  -1.38014  0.62245  -1.00041
H  -1.16955  2.02977  0.02531
N  -0.46911  -0.07113  1.81811
N  -0.44661  -0.14115  2.92097
N  -0.32813  0.16448  0.61841

## Properties
HOMO-LUMO gap ... 9.54 eV
LUMO level ... -5.1507 eV
Highest occupied orbital energy ... -14.69 eV
Total charge ... +1
DFT total energy ... -7667.3899 eV
Structure (SMILES) ... C=CN(C)[N+]#N
Relative energy (zero: lowest compared OMol25 entry of this formula, charge and spin) ... 91.9 kcal/mol

---

(4)
Formula: C10H30LiNO6
Source: OMol25
Level of theory: ωB97M-V with the def2-TZVPD basis set

Element x y z (Å)
C  -1.92571  2.30274  1.61909
C  -2.22864  0.86565  2.03321
H  0.06265  -2.05508  0.18414
H  -0.41014  0.25147  2.60457
H  -2.96580  0.46892  1.51689
H  0.95471  -5.44634  1.31904
H  -0.60905  4.15103  0.16821
H  -1.19416  -1.85774  -0.77964
O  -1.51610  2.35449  0.24110
H  1.35598  -4.17922  0.11352
H  -2.01696  -0.56332  -2.60309
O  1.20873  2.04602  0.51491
H  -1.44011  -1.93889  2.79304
H  3.35731  1.16134  -2.26997
H  -1.18542  2.73023  2.47003
H  -0.72074  -3.38430  -1.07178
H  2.78784  2.21093  -0.17372
H  1.48732  -0.38539  -1.69346
H  -2.13292  -1.48674  1.17851
H  -2.34189  4.07664  -0.11336
H  1.93529  -4.08849  1.54115
H  1.14354  -1.60761  1.41288
H  3.69150  -0.83793  -2.74070
O  2.41776  -0.74680  -1.30646
H  -2.13696  -0.06890  -1.14196
C  3.47845  -0.09388  -1.95186
C  -1.65404  0.13691  -2.04791
C  -1.20116  -1.35270  1.75216
H  -1.57032  -2.53324  -2.32002
O  -0.31439  -0.01647  -1.73210
Li  -0.37174  0.89049  -0.15736
H  1.87616  3.22808  -1.17567
H  -2.25045  0.84811  3.09423
C  2.10673  2.89236  -0.06047
C  0.10234  -2.06171  1.24082
C  1.02411  -4.32337  1.19773
H  -2.80433  2.87063  1.83713
H  -1.09148  3.63239  -1.41579
N  -0.89536  0.10985  1.87568
C  -1.37927  3.62153  -0.30154
H  4.41554  0.14796  -1.16191
H  1.60130  1.76026  1.19806
H  -1.65101  1.16941  -2.39617
O  0.63288  -1.84814  -1.92533
H  0.61629  -0.89556  -1.82304
C  -0.60504  -2.36750  -1.59394
O  -0.15716  -3.50413  1.48997
H  2.51394  3.71602  0.56118

## Properties
HOMO-LUMO gap ... 7.44 eV
LUMO level ... -0.0339 eV
Highest occupied orbital energy ... -7.47 eV
Total charge ... 0
DFT total energy ... -24824.2758 eV
Relative energy (zero: lowest compared OMol25 entry of this formula, charge and spin) ... 29.6 kcal/mol

---

(5)
Formula: C7H19AlEuNO
Source: OMol25
Level of theory: ωB97M-V with the def2-TZVPD basis set

Element x y z (Å)
C  -1.79069  -0.38459  -3.08110
H  -2.45131  2.24594  2.17645
H  -2.28468  0.35571  -3.68469
H  -1.79916  -1.35344  -3.58236
H  1.71182  -0.00232  -1.36584
Al  -0.90713  1.96821  1.77484
H  0.11725  0.31921  -3.71521
H  -2.28798  -0.50431  -2.12220
H  -0.90986  1.65623  0.15859
H  -0.29135  0.77269  -2.06153
H  0.24060  -2.34545  -0.16178
C  0.61825  -0.53480  0.81088
H  2.33222  -1.56327  -1.88434
C  -0.34371  -0.01995  -2.80011
H  1.95021  -2.25692  0.35473
C  1.47784  -1.04592  -1.46892
H  0.90918  3.28381  2.72887
C  1.13182  -1.67480  -0.04959
H  1.15111  0.36521  0.55402
H  1.66240  -0.63419  2.66797
N  0.13498  3.50886  2.11443
H  -1.18831  -0.13765  3.25369
O  0.30995  -1.24067  -2.33820
H  0.49996  3.95102  1.28060
C  -0.28950  0.36934  2.92607
H  -0.41737  -0.39769  0.54480
C  0.64363  -0.69191  2.30027
H  0.16715  0.77024  3.82109
Eu  -0.38765  -3.08410  -1.71085
H  0.29033  -1.69447  2.55943

## Properties
HOMO-LUMO gap (spin up / spin down) ... 2.65 / 2.80 eV
LUMO level (spin up / spin down) ... -6.2366 / -6.0803 eV
Highest occupied orbital energy (spin up / spin down) ... -8.88 / -8.88 eV
Total charge ... +1
⟨S²⟩ ... 15.76
DFT total energy ... -37018.5766 eV
Spin multiplicity ... 8

---

(6)
Formula: C5H14N3O
Source: OMol25
Level of theory: ωB97M-V with the def2-TZVPD basis set

Element x y z (Å)
H  -0.19185  2.16963  1.46835
H  2.54251  -0.84349  -1.61260
C  -1.33897  0.56277  0.60469
N  -0.31687  0.19962  -0.53456
H  3.84547  0.56078  -1.57833
N  1.49503  -0.78659  -1.80796
C  0.59726  -0.33247  -1.05409
H  -2.86620  0.71450  -0.75771
H  -2.67406  -0.98310  -0.17294
H  -3.51309  0.43598  0.90136
H  4.81640  -0.13581  -0.59415
O  -0.97955  -0.08264  1.75265
C  -1.43995  -1.45674  1.88184
H  -0.51259  2.50658  -0.22366
H  -2.19900  -1.65863  2.50798
C  -0.89101  2.02614  0.72145
H  4.65829  -0.78275  -1.96687
H  -0.63312  -1.90129  2.37910
H  -1.55440  -2.05168  0.90129
C  -2.70898  0.12906  0.12864
H  1.44137  -0.77221  -2.80795
N  4.06210  -0.35110  -1.22193
H  -1.63878  2.83343  1.08542

## Properties
HOMO-LUMO gap ... 11.08 eV
LUMO level ... -3.3541 eV
Highest occupied orbital energy ... -14.44 eV
Total charge ... +1
DFT total energy ... -11920.9685 eV
Relative energy (zero: lowest compared OMol25 entry of this formula, charge and spin) ... 79.3 kcal/mol

---

> total charge of number 1 (C53H71CsN5O5P)?

0

---

Repeat the fifth record exactly.
Formula: C7H19AlEuNO
Source: OMol25
Level of theory: ωB97M-V with the def2-TZVPD basis set

Element x y z (Å)
C  -1.79069  -0.38459  -3.08110
H  -2.45131  2.24594  2.17645
H  -2.28468  0.35571  -3.68469
H  -1.79916  -1.35344  -3.58236
H  1.71182  -0.00232  -1.36584
Al  -0.90713  1.96821  1.77484
H  0.11725  0.31921  -3.71521
H  -2.28798  -0.50431  -2.12220
H  -0.90986  1.65623  0.15859
H  -0.29135  0.77269  -2.06153
H  0.24060  -2.34545  -0.16178
C  0.61825  -0.53480  0.81088
H  2.33222  -1.56327  -1.88434
C  -0.34371  -0.01995  -2.80011
H  1.95021  -2.25692  0.35473
C  1.47784  -1.04592  -1.46892
H  0.90918  3.28381  2.72887
C  1.13182  -1.67480  -0.04959
H  1.15111  0.36521  0.55402
H  1.66240  -0.63419  2.66797
N  0.13498  3.50886  2.11443
H  -1.18831  -0.13765  3.25369
O  0.30995  -1.24067  -2.33820
H  0.49996  3.95102  1.28060
C  -0.28950  0.36934  2.92607
H  -0.41737  -0.39769  0.54480
C  0.64363  -0.69191  2.30027
H  0.16715  0.77024  3.82109
Eu  -0.38765  -3.08410  -1.71085
H  0.29033  -1.69447  2.55943

## Properties
HOMO-LUMO gap (spin up / spin down) ... 2.65 / 2.80 eV
LUMO level (spin up / spin down) ... -6.2366 / -6.0803 eV
Highest occupied orbital energy (spin up / spin down) ... -8.88 / -8.88 eV
Total charge ... +1
⟨S²⟩ ... 15.76
DFT total energy ... -37018.5766 eV
Spin multiplicity ... 8

---

Please write out number 6 again, unchanged.
Formula: C5H14N3O
Source: OMol25
Level of theory: ωB97M-V with the def2-TZVPD basis set

Element x y z (Å)
H  -0.19185  2.16963  1.46835
H  2.54251  -0.84349  -1.61260
C  -1.33897  0.56277  0.60469
N  -0.31687  0.19962  -0.53456
H  3.84547  0.56078  -1.57833
N  1.49503  -0.78659  -1.80796
C  0.59726  -0.33247  -1.05409
H  -2.86620  0.71450  -0.75771
H  -2.67406  -0.98310  -0.17294
H  -3.51309  0.43598  0.90136
H  4.81640  -0.13581  -0.59415
O  -0.97955  -0.08264  1.75265
C  -1.43995  -1.45674  1.88184
H  -0.51259  2.50658  -0.22366
H  -2.19900  -1.65863  2.50798
C  -0.89101  2.02614  0.72145
H  4.65829  -0.78275  -1.96687
H  -0.63312  -1.90129  2.37910
H  -1.55440  -2.05168  0.90129
C  -2.70898  0.12906  0.12864
H  1.44137  -0.77221  -2.80795
N  4.06210  -0.35110  -1.22193
H  -1.63878  2.83343  1.08542

## Properties
HOMO-LUMO gap ... 11.08 eV
LUMO level ... -3.3541 eV
Highest occupied orbital energy ... -14.44 eV
Total charge ... +1
DFT total energy ... -11920.9685 eV
Relative energy (zero: lowest compared OMol25 entry of this formula, charge and spin) ... 79.3 kcal/mol

---

> The lowest DFT total energy belongs to which entry?

C53H71CsN5O5P